--- P ---
This record from the Open Molecules 2025 dataset describes a structure of composition C19H16F9N3O12PdS2. The level of theory is ωB97M-V/def2-TZVPD.

The HOMO energy comes out at -3.58 eV. The calculation puts the lowest unoccupied orbital energy at 4.537 eV. As for the total charge: -2.

Cartesian coordinates (Å):
Pd (-1.462, -0.298, -0.624)
F (4.931, 0.205, 2.519)
C (4.144, -0.416, 3.400)
F (4.810, -1.479, 3.865)
F (3.946, 0.422, 4.429)
S (2.511, -0.892, 2.675)
O (1.894, -1.602, 3.758)
O (1.945, 0.358, 2.253)
N (2.971, -1.886, 1.548)
S (2.683, -1.745, 0.001)
O (2.912, -3.027, -0.610)
O (1.525, -0.984, -0.332)
C (4.091, -0.739, -0.648)
F (5.277, -1.263, -0.303)
F (4.047, 0.515, -0.203)
F (4.037, -0.702, -1.986)
F (-3.393, 0.769, -4.839)
C (-2.990, 1.713, -3.970)
F (-1.812, 2.189, -4.421)
F (-3.878, 2.718, -4.056)
C (-2.892, 1.138, -2.531)
O (-3.623, 1.592, -1.676)
O (-1.928, 0.295, -2.465)
O (0.758, -3.508, -1.377)
C (-0.013, -4.547, -1.743)
C (0.552, -5.802, -1.993)
C (-0.234, -6.879, -2.365)
C (-1.607, -6.728, -2.494)
C (-2.169, -5.485, -2.241)
C (-1.409, -4.383, -1.867)
C (-2.151, -3.080, -1.571)
O (-1.335, -2.174, -1.195)
O (-3.361, -3.003, -1.747)
H (1.676, -3.762, -1.208)
H (1.626, -5.917, -1.889)
H (0.233, -7.840, -2.551)
H (-2.231, -7.566, -2.782)
H (-3.236, -5.319, -2.323)
C (-3.211, 3.891, 1.454)
C (-1.873, 4.615, 1.354)
C (-0.663, 3.658, 1.314)
C (0.640, 4.455, 1.131)
C (1.886, 3.578, 1.063)
C (-0.581, 2.939, 2.654)
O (-0.410, 3.536, 3.698)
N (-0.721, 1.575, 2.637)
C (-0.990, 0.857, 1.496)
O (-1.161, -0.370, 1.531)
N (-1.082, 1.435, 0.299)
C (-0.861, 2.758, 0.082)
O (-0.865, 3.270, -1.018)
H (-4.035, 4.609, 1.472)
H (-3.277, 3.293, 2.367)
H (-3.368, 3.227, 0.601)
H (-1.732, 5.297, 2.197)
H (-1.838, 5.196, 0.431)
H (0.715, 5.155, 1.968)
H (0.530, 5.030, 0.211)
H (2.035, 3.009, 1.980)
H (2.777, 4.186, 0.900)
H (1.821, 2.852, 0.248)
H (-0.582, 1.060, 3.494)

---

--- Q ---
This record from the Open Molecules 2025 dataset describes a structure of composition C19H16F9N3O12PdS2. The level of theory is ωB97M-V/def2-TZVPD.

The HOMO energy comes out at -3.77 eV. The calculation puts the lowest unoccupied orbital energy at 4.234 eV. As for the total charge: -2.

Cartesian coordinates (Å):
Pd (-0.381, -0.738, -1.213)
F (-4.899, -2.267, -2.387)
C (-4.231, -3.268, -1.803)
F (-4.771, -4.421, -2.230)
F (-4.412, -3.187, -0.490)
S (-2.444, -3.190, -2.244)
O (-2.093, -1.888, -1.710)
O (-2.431, -3.352, -3.664)
N (-1.895, -4.434, -1.504)
S (-0.914, -4.540, -0.270)
O (-0.908, -3.415, 0.610)
O (0.316, -5.183, -0.616)
C (-1.837, -5.854, 0.643)
F (-1.182, -6.153, 1.776)
F (-1.946, -6.982, -0.071)
F (-3.068, -5.459, 0.975)
F (3.310, -3.115, -3.575)
C (2.449, -3.666, -2.681)
F (1.517, -4.307, -3.389)
F (3.147, -4.591, -2.002)
C (1.902, -2.552, -1.741)
O (2.700, -2.080, -0.953)
O (0.687, -2.271, -1.980)
O (-3.065, 3.176, -1.058)
C (-2.787, 3.319, 0.271)
C (-2.898, 4.559, 0.893)
C (-2.617, 4.695, 2.245)
C (-2.243, 3.585, 2.986)
C (-2.153, 2.348, 2.359)
C (-2.407, 2.196, 1.004)
C (-2.180, 0.815, 0.407)
O (-2.621, -0.158, 0.991)
O (-1.456, 0.863, -0.656)
H (-3.269, 4.042, -1.421)
H (-3.200, 5.423, 0.307)
H (-2.694, 5.670, 2.712)
H (-2.018, 3.680, 4.041)
H (-1.861, 1.463, 2.910)
C (4.106, -0.062, 1.514)
C (3.341, 1.167, 1.992)
C (2.460, 1.790, 0.897)
C (1.730, 3.033, 1.444)
C (0.815, 3.700, 0.421)
C (3.355, 2.226, -0.241)
O (4.282, 3.007, -0.089)
N (3.070, 1.691, -1.454)
C (1.987, 0.850, -1.796)
O (1.845, 0.574, -2.970)
N (1.181, 0.430, -0.790)
C (1.374, 0.775, 0.514)
O (0.677, 0.337, 1.411)
H (4.660, -0.516, 2.338)
H (4.826, 0.200, 0.735)
H (3.436, -0.818, 1.099)
H (4.031, 1.939, 2.342)
H (2.674, 0.900, 2.813)
H (2.488, 3.736, 1.799)
H (1.142, 2.696, 2.300)
H (1.388, 4.110, -0.415)
H (0.256, 4.517, 0.881)
H (0.087, 2.990, 0.020)
H (3.642, 1.966, -2.238)

---

Most stable structure, least stable structure: Q, P.

---

--- P ---
This record from the Open Molecules 2025 dataset describes the ion H3N4O2 with charge -1. The level of theory is ωB97M-V/def2-TZVPD.

The HOMO energy comes out at -2.16 eV. The calculation puts the lowest unoccupied orbital energy at 4.677 eV. The SMILES is N/N=N/N([O-])O. As for the total charge: -1.

Cartesian coordinates (Å):
N (-1.125, 0.473, 0.138)
N (1.199, 0.477, 0.060)
N (-0.068, -0.373, 0.070)
N (-2.304, 0.255, 0.041)
O (-2.678, -1.258, -0.108)
O (-3.199, 1.053, 0.098)
H (1.450, 0.595, 1.093)
H (1.821, -0.198, -0.354)
H (-2.184, -1.780, 0.532)

---

--- Q ---
This record from the Open Molecules 2025 dataset describes a cluster of 2 separate species, H3N4O2 in total. The level of theory is ωB97M-V/def2-TZVPD.

The HOMO energy comes out at -3.55 eV. The calculation puts the lowest unoccupied orbital energy at 4.462 eV. As for the total charge: -1.

Cartesian coordinates (Å):
N (1.119, 1.636, 0.290)
N (-2.528, 0.182, 0.266)
N (-1.780, -0.650, -0.081)
N (0.492, 0.634, -0.142)
O (1.161, -0.677, -0.254)
O (2.395, 1.572, 0.468)
H (-2.222, -1.749, -0.118)
H (-0.727, -0.411, -0.171)
H (2.091, -0.538, -0.258)

---

Most stable structure, least stable structure: Q, P.

---

--- P ---
This record from the Open Molecules 2025 dataset describes the molecule C3H4F2O. The level of theory is ωB97M-V/def2-TZVPD.

The HOMO energy comes out at -10.36 eV. The calculation puts the lowest unoccupied orbital energy at 0.562 eV. The SMILES is O=C[C@H](F)CF. As for the total charge: 0.

Cartesian coordinates (Å):
C (-1.518, 0.348, 0.345)
C (0.148, 0.370, -0.034)
C (1.005, -0.807, -0.091)
O (-2.384, -0.389, 0.753)
F (0.100, 1.019, -1.292)
F (2.319, -0.436, 0.140)
H (0.490, 1.214, 0.639)
H (-1.835, 1.348, -0.033)
H (1.110, -1.181, -1.045)
H (0.565, -1.486, 0.617)

---

--- Q ---
This record from the Open Molecules 2025 dataset describes the molecule C3H4F2O. The level of theory is ωB97M-V/def2-TZVPD.

The HOMO energy comes out at -10.30 eV. The calculation puts the lowest unoccupied orbital energy at 0.578 eV. The SMILES is O=CCC(F)F. As for the total charge: 0.

Cartesian coordinates (Å):
C (0.793, -0.010, -0.286)
C (-0.266, -0.750, 0.539)
C (-1.555, -0.561, -0.214)
H (0.658, 0.177, -1.287)
H (-0.343, -0.225, 1.531)
H (-0.163, -1.848, 0.535)
H (-1.773, -1.258, -1.058)
O (-2.117, 0.518, -0.033)
F (1.949, -0.567, -0.096)
F (0.799, 1.337, 0.130)

---

Most stable structure, least stable structure: Q, P.